Record 1
ORCA calculation (ωB97M-V/def2-TZVPD) on a cluster of 9 separate species, C23H47Cl4NO20 in total at a distorted geometry.

XYZ file:
```
95
Properties=species:S:1:pos:R:3:forces:R:3:lowdin_charge:R:1
Cl -5.21898 -0.36097 1.81512 0.3 0.3 0.0 0.615
C -4.46683 0.98175 0.93647 1.1 -0.5 -1.1 -0.687
C -5.29418 2.19471 0.78700 -1.2 0.6 0.0 -0.620
Cl -6.90021 1.83751 0.00526 0.6 0.2 0.0 0.510
H -4.16971 0.62963 -0.05137 -0.7 -0.4 -0.3 0.049
H -3.46245 1.27209 1.24471 -0.1 -0.1 1.3 0.073
H -4.74631 2.89778 0.15960 -0.2 0.0 0.0 0.081
H -5.57195 2.68586 1.71959 0.3 -0.2 0.0 0.072
Cl 0.09924 -7.68711 -4.72481 -0.5 1.9 -0.2 0.460
C -0.33472 -5.86859 -4.95576 -1.3 -0.1 1.0 -0.555
C 0.18615 -5.05161 -3.72614 1.7 -1.2 -1.9 -0.653
Cl -0.39790 -3.36039 -3.57262 0.0 -1.0 -0.2 0.572
H -1.40985 -5.69447 -4.99894 -0.2 -0.9 -0.1 0.057
H 0.05048 -5.57367 -5.93184 0.4 0.0 0.4 0.065
H 1.22176 -5.05276 -4.06614 0.5 0.9 1.0 0.046
H 0.16893 -5.63495 -2.80554 -0.6 0.4 0.0 0.066
C -0.57660 2.79347 3.31636 1.2 -0.6 1.4 0.049
N -1.14236 4.05803 3.88821 0.4 1.9 1.8 -0.391
O -0.59982 4.64423 4.89072 -0.8 -2.4 -2.6 0.007
O -2.09550 4.53741 3.33565 -0.3 -0.2 -0.4 0.081
H -0.13940 2.28775 4.17729 0.3 0.1 -0.1 0.103
H 0.22787 3.05769 2.62999 -0.2 0.1 0.0 0.101
H -1.26059 2.05265 2.90229 -0.6 1.0 -0.2 0.077
C 3.54754 -2.45765 -0.65696 2.3 0.7 0.0 -0.043
O 3.49017 -3.15588 -1.87513 -0.9 -2.4 -3.3 -0.035
C 4.26978 -2.98629 -2.99335 1.5 1.3 -1.5 -0.463
O 5.07523 -2.08284 -3.16586 -1.4 -1.4 0.8 0.106
O 4.06812 -3.95746 -4.01513 -2.2 0.1 3.0 -0.071
C 4.63670 -3.99236 -5.33134 1.8 1.1 0.9 -0.048
H 4.61353 -2.48213 -0.43074 0.1 0.7 0.5 0.100
H 3.08490 -2.98846 0.17509 -0.5 -0.3 -0.7 0.100
H 3.18018 -1.43513 -0.74418 -0.1 -0.1 -0.1 0.072
H 4.12148 -4.60906 -6.06778 -0.8 0.1 0.7 0.089
H 5.61730 -4.44886 -5.19664 0.2 0.1 -0.3 0.090
H 4.78966 -2.97868 -5.70168 -0.1 0.0 -0.1 0.091
C -4.60925 -4.67930 -0.58524 -1.2 -1.0 1.5 -0.082
O -3.88533 -3.72069 -1.27989 1.1 2.4 -2.0 -0.031
C -4.51191 -2.60382 -1.79268 -1.8 1.4 0.0 -0.455
O -5.64355 -2.23239 -1.46662 2.9 -1.0 -1.0 0.098
O -3.68185 -1.91451 -2.71464 0.3 -2.8 2.3 -0.093
C -4.12212 -0.81405 -3.50199 -0.7 -0.2 0.7 -0.044
H -5.58008 -4.88164 -1.03761 0.1 0.0 0.0 0.103
H -4.73826 -4.47294 0.47725 -0.4 1.0 0.0 0.094
H -4.04801 -5.60323 -0.44569 0.4 0.0 -1.1 0.093
H -4.48988 -0.04427 -2.82353 -0.6 0.0 -0.3 0.088
H -4.84364 -1.21867 -4.21177 -0.3 0.6 0.0 0.101
H -3.27496 -0.38465 -4.03681 0.2 -0.5 0.1 0.094
C -3.60192 3.07632 6.70732 0.3 0.6 1.6 -0.020
O -3.56121 2.44567 5.42289 -1.0 3.4 1.0 0.045
C -3.37337 1.18788 5.35428 1.7 -4.0 4.7 -0.638
O -3.22718 0.35844 6.29482 -1.1 2.6 -2.1 0.074
O -3.11139 0.89792 4.13406 -1.0 0.4 -2.6 -0.007
C -2.60699 -0.35177 3.90154 2.7 -2.5 0.1 -0.113
H -2.87960 2.66660 7.41336 0.0 -0.6 -0.4 0.099
H -4.55276 3.09863 7.23977 -0.4 -0.7 -0.6 0.097
H -3.34174 4.13469 6.69088 0.2 -0.1 -1.2 0.093
H -1.93443 -0.28517 3.04636 -0.6 -0.1 -0.5 0.086
H -3.22897 -1.24651 3.87557 -0.9 0.7 -0.4 0.092
H -1.91955 -0.63356 4.69912 0.1 0.3 0.3 0.099
C -1.39117 -1.05641 -0.61868 -1.5 0.1 -2.1 -0.068
O -0.79037 -0.36399 0.41392 2.4 2.2 2.4 -0.013
C 0.41524 0.26933 0.22905 2.2 -3.7 -2.1 -0.469
O 1.07578 0.12532 -0.80641 -1.8 1.1 1.5 0.068
O 1.00316 0.64715 1.37583 -2.8 0.3 0.1 -0.009
C 2.39195 0.78269 1.40710 1.8 -1.1 0.4 -0.047
H -2.22110 -0.41575 -0.91684 -0.3 -0.3 -0.3 0.081
H -1.80049 -2.01776 -0.30827 0.3 0.1 0.4 0.103
H -0.80659 -1.21253 -1.52532 0.5 0.1 0.4 0.070
H 2.79283 0.09226 2.14918 -0.5 -0.1 0.6 0.094
H 2.72867 1.75841 1.75740 -0.3 0.2 -0.7 0.099
H 2.86172 0.34549 0.52604 -0.1 1.1 -0.4 0.081
C 2.67047 5.95774 5.70685 -0.4 1.1 0.5 -0.021
O 3.24292 4.69937 6.08900 -0.8 1.8 1.3 0.044
C 3.69101 3.93917 5.15847 -0.9 -0.7 -4.3 -0.619
O 3.55599 4.09757 3.92712 0.6 -0.1 2.7 0.074
O 4.18499 2.85764 5.72640 0.7 0.0 1.2 0.030
C 4.79198 1.91915 4.91559 0.2 -2.1 -1.8 -0.076
H 2.32756 6.48129 6.59926 0.3 -0.5 0.5 0.093
H 1.74523 5.90704 5.13287 0.5 -0.6 -0.6 0.083
H 3.41672 6.63768 5.29588 0.0 -0.4 -0.5 0.102
H 4.13573 1.61684 4.09947 -0.2 0.4 -0.2 0.076
H 4.95591 0.96630 5.41888 -0.1 0.4 0.8 0.097
H 5.74938 2.16268 4.45499 0.0 0.8 0.3 0.104
C 2.16978 0.52414 -3.58606 -0.5 -0.7 -0.7 -0.034
O 1.94973 0.98725 -4.93552 1.5 0.9 -1.3 -0.027
C 3.04978 1.39720 -5.65547 -1.6 1.3 -0.5 -0.539
O 4.15634 1.56657 -5.24753 0.3 -0.5 0.2 0.137
O 2.60293 1.79821 -6.90567 -0.3 -1.0 0.3 -0.037
C 3.53342 2.26590 -7.91304 0.7 0.6 1.4 -0.040
H 2.45554 -0.52008 -3.71281 0.2 -0.1 0.5 0.089
H 1.17122 0.55781 -3.15036 0.4 0.1 0.1 0.075
H 2.90754 1.06138 -2.99010 -0.1 0.2 -0.4 0.100
H 4.37405 2.69868 -7.37070 0.3 -0.2 -0.1 0.083
H 3.11641 3.10886 -8.46404 -0.6 -0.3 0.1 0.088
H 3.89203 1.50719 -8.60865 -0.3 -0.3 0.3 0.090
```
Forces are in eV/Å.

As for the energy above the lowest of the compared OMol25 structures with the same formula, charge and spin: 526.12 kJ/mol. As for the charge: 0. The structure (SMILES) is C[N+](=O)[O-].COC(=O)OC.COC(=O)OC.COC(=O)OC.COC(=O)OC.COC(=O)OC.COC(=O)OC.ClCCCl.ClCCCl.

Record 2
ORCA calculation (ωB97M-V/def2-TZVPD) on a structure of composition C23H47FN4NbO8P2 at a distorted geometry.

XYZ file:
```
86
Properties=species:S:1:pos:R:3:forces:R:3:lowdin_spin:R:1
C 4.06884 2.96549 -1.00164 0.0 0.0 0.2 0.000
C 2.70869 2.83570 -0.33597 0.1 0.4 -0.3 0.000
C 1.54346 3.32116 -1.24030 0.0 -0.9 1.3 0.000
F 2.02795 3.60001 -2.52135 -0.3 -0.1 -0.4 0.000
Nb 0.03496 1.64096 -1.42979 0.8 -1.1 -2.4 0.000
O -0.51674 2.09401 -3.31141 -0.4 0.1 1.6 0.000
N -1.29392 -0.09145 -1.22441 0.5 0.8 0.3 0.000
C -1.65480 -0.12459 -0.07306 -0.2 0.0 0.9 0.000
O -2.02856 -0.14932 1.05101 0.1 -0.3 -0.6 0.000
O 1.54653 0.39996 -2.20803 -1.2 0.1 0.9 0.000
C 1.85053 0.56374 -3.41689 1.4 1.1 0.0 0.000
N 2.33439 0.95572 -4.39181 -0.2 -0.6 -1.0 0.000
P -1.87098 3.08103 -0.59076 -0.6 -0.3 -0.5 0.000
P -1.43260 5.16580 -0.88342 0.5 -0.1 1.1 0.000
O -0.57740 5.75483 0.14868 0.2 0.2 0.1 0.000
O -2.81866 5.95297 -0.93039 -0.4 0.2 -0.3 0.000
O -0.89943 5.28519 -2.37851 -0.2 -0.3 -0.4 0.000
H 4.19191 2.24065 -1.79670 0.0 0.0 -0.3 0.000
H 4.85294 2.79945 -0.26965 0.2 -0.1 0.2 0.000
H 4.21419 3.96121 -1.39991 0.0 0.2 -0.2 0.000
H 2.69919 3.45446 0.55652 -0.1 0.1 0.3 0.000
H 2.57022 1.81712 -0.00043 0.0 -0.3 0.0 0.000
H 1.16750 4.24181 -0.81371 -0.1 0.3 -0.2 0.000
H 0.44648 1.23714 0.30688 -0.4 0.3 0.0 0.000
H -1.45751 1.92004 -3.45072 0.0 0.1 -0.3 0.000
H -1.89012 2.95633 0.80241 0.2 0.3 0.2 0.000
H -3.31354 5.75662 -1.73446 -0.1 0.0 0.0 0.000
H -0.65121 4.41988 -2.74672 0.2 0.1 -0.2 0.000
C -6.27723 0.85888 5.68480 0.2 0.0 -0.1 0.003
C -7.16192 1.10843 4.43786 0.3 0.0 1.0 0.026
C -7.98163 -0.13527 4.06803 0.0 -0.3 -0.3 0.016
C -7.19716 -1.22647 3.34157 0.0 0.1 0.0 0.001
C -6.46152 -0.63938 2.13831 -0.4 -0.1 0.1 0.016
C -5.55035 0.52273 2.52200 1.2 -0.4 0.1 0.026
N -6.33397 1.55590 3.27630 -1.1 -0.4 -0.8 0.374
O -7.01127 2.30708 2.48005 0.3 0.3 0.1 0.529
C -4.35588 -0.01995 3.33048 -0.2 0.0 0.3 0.002
C -4.94902 1.15146 1.27518 -0.3 0.4 -0.3 -0.001
C -8.13386 2.21531 4.82106 -0.2 0.2 -0.1 -0.001
H -5.23852 0.66191 5.44737 -0.1 0.0 0.0 0.001
H -6.27193 1.73996 6.32676 -0.1 0.0 0.0 0.000
H -6.65044 0.01981 6.27375 -0.1 0.0 0.0 0.000
H -8.81065 0.17448 3.42369 0.1 0.1 0.0 0.002
H -8.43165 -0.53477 4.97896 0.0 0.0 0.1 0.002
H -6.49791 -1.71614 4.02440 0.0 0.0 0.0 0.000
H -7.88806 -2.00241 3.00432 0.0 0.0 0.0 0.001
H -5.85961 -1.40521 1.64635 0.1 0.0 0.0 0.002
H -7.19711 -0.29508 1.40403 0.0 0.1 0.0 0.002
H -3.74035 0.79593 3.71114 0.0 0.0 0.0 0.001
H -3.72779 -0.62521 2.68411 0.0 0.1 -0.2 0.000
H -4.64285 -0.65614 4.16642 0.0 0.0 0.0 0.000
H -5.70907 1.46762 0.56243 -0.1 0.1 0.1 -0.001
H -4.30434 0.44060 0.77114 0.1 -0.2 0.1 0.000
H -4.34139 2.01907 1.53208 0.0 0.0 0.0 0.000
H -7.60950 3.15621 4.98654 0.0 0.0 0.0 0.000
H -8.63082 1.92754 5.74914 0.0 0.0 0.0 0.000
H -8.89458 2.37941 4.06128 0.0 0.0 0.0 0.000
C 3.70979 -3.08861 -2.70099 0.0 0.0 0.3 0.003
C 5.08888 -2.50438 -3.10092 -1.1 -0.2 0.0 0.026
C 5.83101 -3.42181 -4.08074 0.4 -0.2 0.0 0.017
C 6.49259 -4.64467 -3.44571 -0.1 0.1 0.0 0.001
C 7.37546 -4.22040 -2.27412 0.0 -0.1 -0.4 0.015
C 6.60867 -3.41052 -1.23170 -0.4 -0.5 0.7 0.026
N 5.93211 -2.24764 -1.88872 1.1 0.0 -0.9 0.373
O 6.76300 -1.28347 -2.07812 -0.3 0.2 0.3 0.530
C 5.61536 -4.33177 -0.50222 -0.1 0.0 -0.1 0.002
C 7.56014 -2.88285 -0.16808 0.2 0.2 0.0 -0.001
C 4.78662 -1.19234 -3.80770 0.4 0.2 0.0 -0.001
H 3.69916 -3.56813 -1.72830 0.0 0.0 -0.1 0.001
H 2.96791 -2.29300 -2.64260 0.0 0.1 -0.1 0.000
H 3.36164 -3.81605 -3.43564 0.0 0.0 0.0 0.000
H 6.60750 -2.83620 -4.58296 0.0 0.1 0.1 0.002
H 5.12981 -3.73215 -4.85628 -0.1 0.0 0.0 0.002
H 5.73778 -5.36723 -3.12319 0.0 0.0 0.0 0.000
H 7.10276 -5.15536 -4.19413 0.0 0.0 0.0 0.001
H 7.81350 -5.09498 -1.78701 0.0 0.0 0.1 0.002
H 8.20800 -3.62092 -2.65547 0.0 0.1 0.0 0.002
H 4.97989 -3.75879 0.17378 0.0 0.0 0.0 0.001
H 6.17351 -5.05563 0.09254 0.1 0.0 0.0 0.000
H 4.97815 -4.90518 -1.16984 0.0 0.0 0.0 0.000
H 8.37370 -2.30459 -0.59886 -0.1 0.0 0.0 -0.001
H 7.99118 -3.72654 0.37158 0.0 -0.1 0.0 0.000
H 7.03231 -2.25014 0.54607 0.0 0.0 0.0 0.000
H 4.35423 -0.47075 -3.12053 0.0 0.0 0.0 0.000
H 4.06224 -1.37491 -4.59934 -0.1 0.0 0.0 0.000
H 5.67112 -0.74324 -4.25584 0.0 0.0 0.1 0.000
```
Forces are in eV/Å.

The value obtained for the total energy is -69799.513 eV. As for the charge: -1. The expectation value of S² is 2.008. Its multiplicity is 3.

Record 3
ORCA calculation (ωB97M-V/def2-TZVPD) on a cluster of 3 separate species, C23H47N2O3S in total at a distorted geometry.

XYZ file:
```
76
Properties=species:S:1:pos:R:3:forces:R:3:lowdin_spin:R:1
C -1.20569 -4.33235 -4.26642 0.0 0.0 -0.5 0.015
C -1.30354 -3.34243 -5.42511 -0.4 0.0 0.6 0.010
C -2.26631 -3.75833 -6.52459 0.2 0.6 0.0 0.024
O -1.70864 -4.49844 -7.62150 -0.1 -0.2 0.8 0.131
C -0.63284 -5.30291 -7.32528 -0.2 -0.3 -1.5 0.590
C 0.66170 -4.74265 -7.86138 -0.5 0.5 0.7 0.068
S -0.84997 -6.98486 -7.88483 0.2 -0.2 0.4 0.101
H -0.48674 -5.10997 -4.49921 0.2 -0.2 0.2 0.008
H -0.96797 -3.82256 -3.34403 0.4 0.0 0.2 0.002
H -2.17642 -4.79429 -4.12877 -0.2 -0.2 0.1 0.000
H -0.32660 -3.06626 -5.79688 0.2 0.0 -0.2 0.002
H -1.71411 -2.43096 -5.00218 -0.1 0.3 0.0 0.000
H -3.10937 -4.28364 -6.07968 -0.1 -0.4 0.0 0.001
H -2.67663 -2.85602 -6.96221 -0.1 0.1 -0.4 0.000
H 0.86082 -5.12831 -8.85609 0.3 -0.2 -0.1 0.021
H 0.51061 -3.67676 -7.95885 0.1 0.3 -0.1 0.001
H 1.49172 -4.88989 -7.18064 0.3 -0.3 -0.1 0.010
H -1.51498 -7.52885 -6.85462 -0.1 0.2 0.0 0.017
C 1.66644 0.94194 0.29660 0.3 0.2 0.2 0.002
C 0.67186 0.01922 -0.42002 0.4 1.4 0.6 0.027
C -0.09427 -0.77803 0.62881 -0.1 -0.5 0.2 0.016
C 0.78245 -1.82351 1.31505 0.1 0.0 -0.1 0.001
C 1.45342 -2.74392 0.29301 -0.5 0.1 0.2 0.015
C 2.16317 -2.01595 -0.85445 1.5 -0.1 0.2 0.027
N 1.33924 -0.89720 -1.40277 -1.5 -1.3 0.4 0.373
O 0.46687 -1.37296 -2.22951 0.2 0.3 -0.6 0.530
C 3.53828 -1.48970 -0.40175 0.0 0.2 0.2 0.003
C 2.47653 -3.02912 -1.95277 -0.3 -0.1 -0.3 -0.001
C -0.26854 0.96993 -1.14926 -0.4 -0.1 -0.4 -0.001
H 1.11141 1.72725 0.81906 -0.2 -0.1 0.0 0.000
H 2.25448 0.44865 1.06717 0.0 0.0 -0.1 0.000
H 2.35123 1.42574 -0.40440 0.0 -0.1 -0.1 0.001
H -0.94941 -1.27922 0.16085 0.1 0.0 -0.1 0.003
H -0.50467 -0.08616 1.36897 0.1 0.2 -0.1 0.001
H 1.53559 -1.34217 1.94365 0.0 0.1 0.0 0.000
H 0.16837 -2.42313 1.99060 0.0 0.0 0.0 0.001
H 2.17279 -3.39455 0.79704 0.1 0.0 -0.1 0.001
H 0.68603 -3.40286 -0.12762 0.0 0.1 -0.1 0.002
H 4.01454 -0.93265 -1.21009 0.0 0.0 0.0 0.002
H 4.19165 -2.32514 -0.14426 -0.1 -0.1 -0.1 0.000
H 3.50202 -0.84878 0.47364 -0.1 0.0 0.0 0.000
H 1.58989 -3.56732 -2.28305 0.0 0.1 0.0 0.000
H 3.18436 -3.76551 -1.57118 0.0 0.1 0.1 0.000
H 2.92541 -2.54303 -2.82070 0.0 0.0 0.0 0.000
H 0.27360 1.55457 -1.89559 0.0 0.0 0.0 0.000
H -0.70886 1.65761 -0.42610 0.1 0.0 0.1 0.000
H -1.08363 0.44925 -1.65092 0.1 -0.1 0.0 -0.001
C -0.33810 2.70779 5.98292 0.0 0.1 0.2 0.000
C 0.06089 2.92583 4.50744 0.0 0.1 0.6 0.000
C 0.95561 4.16772 4.42530 0.3 0.2 0.0 0.000
C 0.17365 5.45405 4.66538 0.0 0.0 0.0 0.000
C -1.02044 5.53468 3.71983 0.2 0.2 -0.1 0.000
C -1.88787 4.26425 3.68725 -0.3 0.2 0.6 0.000
N -1.11704 3.00705 3.62300 -0.1 -0.4 -0.7 0.000
O -0.66598 2.87620 2.28097 0.4 -0.1 -0.1 0.000
C -2.84249 4.24251 4.89933 0.0 0.2 0.2 0.000
C -2.80616 4.36111 2.47531 -0.1 0.0 -0.4 0.000
C 0.87122 1.68793 4.15117 0.3 -0.3 -0.3 0.000
H 0.53683 2.39800 6.56312 0.0 -0.1 -0.1 0.000
H -0.71321 3.59941 6.47997 -0.1 0.0 0.0 0.000
H -1.09149 1.92222 6.06512 0.0 0.0 -0.1 0.000
H 1.42188 4.21380 3.43719 -0.2 -0.1 -0.1 0.000
H 1.77419 4.09139 5.15283 0.0 -0.1 0.0 0.000
H -0.15698 5.52456 5.70783 0.0 -0.1 0.0 0.000
H 0.82842 6.31627 4.50054 0.0 0.0 0.0 0.000
H -1.64239 6.39874 3.98501 -0.1 0.0 0.0 0.000
H -0.64102 5.72866 2.71227 0.0 -0.2 0.0 0.000
H -3.43445 3.32654 4.88651 0.1 -0.1 0.0 0.000
H -3.53487 5.09030 4.85629 0.0 0.0 -0.1 0.000
H -2.34412 4.30976 5.86357 0.0 0.0 0.0 0.000
H -2.24442 4.50195 1.55529 0.1 -0.2 0.1 0.000
H -3.48172 5.21666 2.59245 0.0 0.0 0.1 0.000
H -3.41061 3.45788 2.37333 0.1 0.0 0.0 0.000
H 0.25495 0.78738 4.22336 -0.1 0.0 0.0 0.000
H 1.71337 1.57432 4.84293 -0.1 0.1 0.1 0.000
H 1.28704 1.72929 3.14675 -0.2 0.2 -0.1 0.000
```
Forces are in eV/Å.

As for the energy above the lowest of the compared OMol25 structures with the same formula, charge and spin: 54.95 kJ/mol. As for the charge: -1. The expectation value of S² is 2.007. Its multiplicity is 3.